2 unconnected molecules or ions with the total composition C2H5NSi. Source: the OMol25 dataset; level of theory: the ωB97M-V functional and the def2-TZVPD basis.

CARTESIAN COORDINATES (ANGSTROEM)
1 C 0.70368 0.89210 -2.39976
2 C 1.53652 0.05539 -2.46282
3 N -1.45239 -0.52162 2.12352
4 Si 0.23748 -0.96870 1.99827
5 H -0.12559 1.57341 -2.15764
6 H -2.17021 -1.29175 2.25494
7 H -1.76786 0.43259 1.97278
8 H 2.38244 -0.51765 -2.86389
9 H 0.65593 0.34624 1.53460

Values from the calculation:
relative energy (zero: lowest compared OMol25 entry of this formula, charge and spin): 55.2 kcal/mol
Kohn-Sham gap: 0.3234 hartree
2S+1: 1
electronic energy: -423.3305 a.u.
highest occupied orbital energy: -8.432 eV